Formula: C23H40AuCl3N4O3Si
Source: the Open Molecules 2025 dataset
Level of theory: wB97M-V/def2-TZVPD

Its expectation value of S² is 2.01. The calculation puts the strongest force on any atom at 3.82 eV/Å. For the orbital gap (spin up / spin down), the calculation gives 8.78 / 5.40 eV. The energy is -3150.841778 Eh. The spin multiplicity is 3. For the energy above the lowest of the compared OMol25 structures with the same formula, charge and spin, the calculation gives 32.9 kcal per mole. As for the LUMO energy (spin up / spin down): 0.410 / -3.518 eV.

Atoms and positions in Å:
C1 -1.6160 -2.1863 -4.2172
C2 -1.1006 -2.6116 -2.8711
H1 -1.6291 -3.0633 -4.8800
H2 -1.0135 -1.4020 -4.6937
H3 -2.6671 -1.8411 -4.1203
C3 -1.0006 -3.9472 -2.6552
C4 -1.2962 -5.0237 -3.6473
H4 -0.7377 -4.3482 -1.6766
H5 -0.7451 -4.9352 -4.5967
H6 -2.3706 -5.1179 -3.8968
H7 -1.0070 -5.9792 -3.1931
Au1 -0.2372 2.6773 1.9559
Cl1 -2.5885 2.4514 2.2106
Cl2 1.7613 3.7236 1.3563
H8 0.4934 6.0563 4.7958
H9 -2.1463 6.5948 2.5924
C5 0.5040 5.6013 3.7843
C6 -1.4894 5.7649 2.2827
N1 -0.8212 5.1481 3.4191
H10 1.1853 4.7495 3.7931
C7 -1.4265 4.3214 4.3232
O1 -0.8391 3.8839 5.3338
H11 -2.0758 5.0159 1.7502
H12 -2.4768 4.0519 4.1082
H13 0.8462 6.3191 3.0374
H14 -0.7284 6.1710 1.6040
H15 2.3028 -0.4048 -2.3377
H16 2.5501 -3.1447 -2.4838
C8 3.1467 -0.4892 -1.6562
C9 3.3413 -2.9442 -1.7332
N2 3.0486 -1.7677 -0.9558
H17 3.1308 0.3402 -0.9395
C10 2.9759 -1.7906 0.4032
O2 2.8814 -0.8030 1.1304
H18 3.4227 -3.8114 -1.0663
H19 3.0164 -2.8256 0.8102
H20 4.0635 -0.4821 -2.2553
H21 4.2887 -2.8152 -2.2798
O3 -0.1482 -0.3793 -2.0000
C11 -1.0781 -1.4944 -1.8115
C12 0.2187 -2.9263 -0.2085
C13 -0.8413 -2.0625 -0.4481
H22 0.8672 -3.2169 -1.0506
C14 0.3133 -3.5630 1.0291
H23 -2.0759 -1.0211 -1.8211
C15 -1.7594 -1.7564 0.5556
H24 1.1215 -4.3062 1.2009
C16 -0.6204 -3.2903 2.0301
C17 -1.6610 -2.3840 1.7940
H25 -2.5818 -1.0569 0.3099
H26 -0.5407 -3.8173 2.9884
H27 -2.4214 -2.1613 2.5594
Si1 -0.2971 1.1263 -2.5987
Cl3 0.0963 0.7188 0.9269
C18 1.3450 2.0346 -2.3693
C19 -1.1847 2.4984 -1.5677
C20 -1.1892 1.2168 -4.1679
H28 1.5800 2.3163 -1.3365
H29 1.1060 2.9442 -2.9272
H30 2.1962 1.5318 -2.8329
H31 -0.5749 0.7333 -4.9297
H32 -1.3263 2.2867 -4.4327
H33 -2.1760 0.7643 -4.1118
H34 -2.1907 2.2600 -1.1914
H35 -1.2667 3.2561 -2.3796
H36 -0.5959 2.9454 -0.7528
N3 1.1808 -0.1563 3.3246
C21 0.9875 -1.2159 4.1553
C22 -0.1892 -0.9653 4.8560
C23 -0.6860 0.2458 4.3375
N4 0.1924 0.7606 3.4826
H37 1.8056 -0.1595 2.5062
H38 1.7054 -2.0274 4.1947
H39 -0.6333 -1.5677 5.6113
H40 -1.6244 0.7518 4.5403

Charge distribution, Mulliken scheme, values in e: C -1.510; C 0.393; H 0.438; H 0.043; H 0.299; C 0.243; C -1.775; H 0.459; H 0.407; H 0.336; H 0.376; Au 0.615; Cl -0.601; Cl -0.556; H 0.296; H 0.305; C -0.892; C -0.830; N 0.143; H 0.319; C -0.114; O -0.622; H 0.295; H 0.521; H 0.297; H 0.327; H -0.052; H 0.324; C -0.747; C -0.995; N 0.365; H 0.363; C 0.036; O -0.748; H 0.313; H 0.316; H 0.328; H 0.343; O -0.109; C 0.094; C -0.160; C 0.312; H 1.097; C -1.587; H 0.608; C -0.193; H 0.400; C -0.736; C -0.642; H 0.231; H 0.501; H 0.395; Si 0.604; Cl 0.283; C -1.110; C -0.979; C -1.200; H 0.182; H 0.394; H 0.434; H 0.350; H 0.376; H 0.338; H 0.346; H 0.380; H 0.026; N 0.107; C -0.256; C -0.856; C -0.354; N -0.172; H 0.475; H 0.485; H 0.420; H 0.453